Density functional theory data (the ωB97M-V functional and the def2-TZVPD basis) for C37H50Br57NOP as an isolated structure in a non-equilibrium geometry.

```
147
Properties=species:S:1:pos:R:3:forces:R:3
C 2.3131 1.8929 5.6870 0.55 -0.38 0.01
C 2.6956 0.3816 6.1803 -0.76 0.99 0.27
C 1.5761 -0.6552 5.6729 0.22 -0.62 1.36
N 1.9472 -1.4251 4.4557 -0.76 1.48 -0.68
C 2.3170 -0.5341 3.3100 -0.67 -0.47 -1.26
C 1.0630 -0.2670 2.3492 1.52 0.08 0.10
O -0.1747 0.1039 3.0941 -1.54 -1.28 -2.56
C -1.2246 -0.2385 2.1612 -1.97 -0.53 -1.27
C -1.8889 -1.6515 2.2815 -0.95 2.33 -2.48
C -3.0049 -2.1333 1.2914 1.98 3.20 0.45
C -3.5675 -3.6109 1.4867 0.90 0.36 0.22
C -3.4568 -1.1214 0.2110 2.30 1.04 1.60
C -2.7967 0.2996 0.0790 1.05 -2.55 2.70
C -1.6392 0.7587 1.0512 -2.00 -2.75 -0.33
C -1.0051 2.1996 0.7992 0.21 0.03 -0.54
C -0.6054 3.0111 2.1266 -0.78 0.17 -0.20
C 0.2468 2.1720 -0.2522 -0.20 -0.10 -0.05
P 3.6347 -1.4409 2.2356 -0.16 0.12 1.03
C 5.2985 -0.4939 2.3085 -0.40 0.65 -0.79
C 3.1522 -1.4025 0.4015 -0.52 -0.03 -1.09
C 4.3511 -1.7150 -0.6192 -1.08 0.66 -0.81
H 2.3499 2.6337 6.5780 -0.07 -1.11 -1.44
H 3.0703 2.2336 4.8901 -1.68 -0.52 1.12
H 1.2620 1.8732 5.2385 1.51 0.16 0.60
H 3.7602 0.0806 5.8948 -1.59 0.33 0.06
H 2.6894 0.4467 7.3382 -0.14 -0.44 -1.75
H 1.4522 -1.4352 6.5265 0.08 1.02 -1.24
H 0.5703 -0.1070 5.6097 1.30 -0.57 -0.05
H 1.1582 -2.0515 4.1788 0.60 0.49 0.57
H 1.3110 0.6499 1.7037 -0.35 -1.60 0.53
H 0.7541 -1.1896 1.7127 0.45 1.39 0.72
H -1.4942 -2.3104 3.1320 -0.72 0.99 -1.48
H -4.6907 -3.6247 1.6938 2.00 0.13 -0.63
H -3.0309 -4.0661 2.4061 -0.92 0.78 -1.40
H -3.2810 -4.3063 0.6071 -0.68 1.29 1.23
H -4.2747 -1.4169 -0.5466 1.44 0.49 1.37
H -3.1771 1.0100 -0.7493 0.95 -1.28 1.73
H -1.8135 2.8325 0.2641 1.12 -1.21 0.96
H 0.4885 2.8944 2.4453 -1.62 -0.03 -0.46
H -0.8319 4.1281 1.9174 0.56 -1.70 0.37
H -1.3044 2.6726 2.9656 1.17 0.53 -0.98
H 0.9449 3.0594 0.0045 -0.99 -1.48 -0.52
H 0.8170 1.1781 -0.2170 -0.73 1.55 0.19
H -0.1078 2.2854 -1.3430 0.54 -0.18 2.01
H 5.7630 -0.6070 3.3464 -0.80 0.16 -1.55
H 5.0781 0.6090 2.0672 0.62 -1.46 0.48
H 5.9896 -0.9350 1.4974 -0.88 0.71 1.38
H 2.3364 -2.2105 0.2435 1.28 1.27 0.40
H 2.6474 -0.4052 0.0935 0.94 -1.44 0.43
H 4.7623 -2.7773 -0.5629 -0.60 1.76 0.18
H 5.1452 -0.9029 -0.5148 -0.79 -1.38 -0.12
H 3.9141 -1.5957 -1.6872 0.73 -0.19 1.57
C -4.0550 -7.0652 -1.3671 0.05 -0.09 -0.14
Br -2.2462 -7.6322 -0.9530 -0.47 0.25 0.05
Br -5.1207 -6.8242 0.2361 0.20 -0.17 -0.30
Br -4.0781 -5.4834 -2.4899 0.03 -0.20 0.32
H -4.5167 -7.8690 -1.9391 0.09 0.23 0.14
C -1.5735 5.3459 -2.4561 -0.04 0.12 -0.02
Br 0.0591 6.3058 -2.0379 -0.52 -0.41 -0.13
Br -1.2003 3.5937 -3.1981 -0.29 0.50 -0.13
Br -2.7643 5.2459 -0.9275 0.19 0.03 -0.27
H -2.0923 5.9148 -3.2261 0.13 -0.18 0.21
C -7.6185 -3.3113 3.3973 0.10 0.03 0.04
Br -6.7800 -4.6224 2.2397 -0.80 0.13 0.35
Br -8.9447 -2.2585 2.4506 0.21 -0.25 0.17
Br -8.3528 -4.1265 4.9972 0.10 0.14 -0.32
H -6.8368 -2.6245 3.7194 -0.20 -0.18 -0.10
C -0.6835 -7.3370 -5.2649 0.16 0.02 -0.08
Br -0.3942 -8.7342 -3.9516 -0.01 0.23 -0.34
Br -2.5614 -7.1457 -5.7080 0.35 -0.03 0.12
Br 0.0958 -5.6511 -4.7074 -0.23 -0.34 -0.06
H -0.1678 -7.6415 -6.1741 -0.16 0.08 0.26
C -7.6938 -6.5281 -4.6731 -0.06 0.04 -0.05
Br -8.0245 -4.6169 -4.6622 0.20 -0.55 0.02
Br -6.1105 -6.9769 -5.7001 -0.31 0.01 0.17
Br -7.6180 -7.2564 -2.8763 0.02 0.17 -0.30
H -8.5411 -6.9966 -5.1712 0.26 0.11 0.13
C -4.8528 1.7143 -4.5225 -0.04 -0.15 0.07
Br -5.2178 3.6177 -4.6196 0.10 -0.30 0.03
Br -3.2578 1.2316 -5.5108 -0.26 0.35 0.36
Br -4.7704 1.0871 -2.6879 -0.14 0.19 -0.56
H -5.6895 1.2052 -4.9990 0.21 0.15 0.13
C -1.5508 0.2278 -9.3308 -0.07 0.04 0.06
Br -2.8861 1.5210 -9.8870 0.58 -0.08 0.18
Br -0.2571 -0.1215 -10.7334 -0.24 0.09 0.27
Br -0.6911 0.7438 -7.6694 -0.03 -0.12 -0.42
H -2.0744 -0.7079 -9.1406 0.14 0.26 -0.05
C 7.7310 -4.0852 -0.7226 -0.24 -0.09 0.13
Br 9.5470 -4.6045 -0.2750 -0.23 0.11 -0.09
Br 6.6460 -3.8172 0.8620 0.48 -0.20 -0.12
Br 7.6925 -2.5395 -1.8945 0.08 -0.26 0.21
H 7.2902 -4.9139 -1.2744 0.17 0.23 0.12
C 1.0030 8.9297 1.2871 -0.07 -0.15 0.08
Br 1.4057 7.0540 1.5718 -0.05 0.39 -0.08
Br 1.8426 9.6109 -0.3246 -0.28 0.07 0.40
Br -0.9070 9.2686 1.3030 0.35 -0.08 -0.06
H 1.4317 9.4782 2.1258 -0.23 -0.22 -0.46
C 2.2192 12.3652 3.6723 0.01 0.15 0.04
Br 2.6226 10.4897 3.9604 0.09 0.43 0.19
Br 3.0575 13.0422 2.0596 -0.20 -0.19 0.29
Br 0.3092 12.7010 3.6879 0.38 -0.12 -0.05
H 2.6467 12.9152 4.5091 -0.11 -0.18 -0.23
C -4.2983 -2.8661 -7.6952 -0.24 -0.12 0.15
Br -4.6606 -0.9617 -7.7970 0.11 -0.63 -0.01
Br -2.6962 -3.3489 -8.6779 -0.24 0.10 0.19
Br -4.2345 -3.4910 -5.8603 0.06 0.20 -0.39
H -5.1321 -3.3754 -8.1762 0.24 0.12 0.12
C -10.5649 -1.7779 -2.9485 -0.13 0.03 0.09
Br -9.2055 -1.5060 -4.3080 -0.24 0.10 0.25
Br -11.0845 -3.6410 -2.8035 0.06 0.39 0.04
Br -10.0245 -1.0456 -1.2361 -0.04 -0.18 -0.38
H -11.4476 -1.2259 -3.2671 0.27 -0.15 0.06
C 4.3519 6.3039 -3.3550 0.00 -0.16 0.06
Br 3.7294 4.4708 -3.4715 0.08 0.40 0.02
Br 4.7569 7.0421 -5.1034 -0.10 -0.11 0.28
Br 3.1121 7.4236 -2.3690 0.69 -0.19 -0.27
H 5.2840 6.2887 -2.7921 -0.26 0.01 -0.15
C 5.8842 4.2332 2.1662 -0.07 -0.17 0.09
Br 6.2059 5.3646 0.6219 -0.04 -0.13 0.21
Br 4.0562 3.5845 2.2174 0.32 0.08 -0.11
Br 7.1661 2.7829 2.2773 -0.09 0.44 -0.38
H 6.0275 4.8528 3.0495 -0.03 -0.18 -0.27
C 9.7247 5.7129 4.7586 0.07 0.00 0.05
Br 10.1651 3.8478 5.0598 -0.15 0.32 -0.10
Br 10.5687 6.4046 3.1551 -0.20 -0.18 0.28
Br 7.8078 6.0054 4.7474 0.39 -0.02 0.07
H 10.1278 6.2756 5.5990 -0.13 -0.15 -0.24
C 6.8223 1.5940 6.2596 0.13 0.31 -0.05
Br 7.7227 0.2848 5.1471 -0.11 0.24 0.29
Br 5.4799 2.5873 5.2707 0.53 -0.37 0.63
Br 6.0881 0.7909 7.8655 0.14 0.12 -0.31
H 7.5773 2.3110 6.5793 -0.18 -0.22 -0.08
C 3.5970 -4.7167 5.9696 0.33 0.40 0.06
Br 3.9008 -3.5548 4.4414 0.12 -0.78 -0.09
Br 1.7647 -5.3581 6.0279 0.17 -0.03 -0.02
Br 4.8758 -6.1801 6.0397 -0.14 -0.06 0.11
H 3.7521 -4.1165 6.8656 -0.10 -0.30 -0.12
C -6.6005 1.2425 -11.9587 0.03 -0.15 -0.17
Br -5.6714 -0.2274 -11.0987 -0.49 0.30 -0.32
Br -8.4275 1.4075 -11.3281 0.37 -0.01 -0.07
Br -5.6260 2.9130 -11.7901 -0.22 -0.30 0.01
H -6.6502 1.0095 -13.0211 0.00 0.10 0.29
C -0.1322 -8.4467 4.2420 0.16 0.12 0.00
Br -0.6947 -10.2971 4.0818 0.05 0.31 0.01
Br 0.2609 -7.6596 2.5139 -0.14 -0.15 0.37
Br -1.4144 -7.3877 5.2396 0.20 -0.22 -0.23
H 0.7959 -8.4435 4.8124 -0.24 0.04 -0.14
```
Forces are in eV/Å.

Output
electronic energy: -148629.467085 a.u.
LUMO level: 0.57 eV
total charge: -1
ΔE to the lowest compared entry with this formula, charge and spin: 0.0 kcal/mol
2S+1: 1